[1]
# C20H19N6O2Pd

C20H19N6O2Pd as an isolated structure (wB97M-V/def2-TZVPD, the OMol25 dataset).

XYZ file:
```
48
Properties=species:S:1:pos:R:3:lowdin_spin:R:1
Pd -0.476 -0.379 0.148 1.35
O 0.584 -7.299 1.040 0.00
O -0.175 1.763 3.695 0.03
N -1.061 1.770 0.339 0.08
N 1.702 -0.880 0.406 0.09
N -0.060 0.060 2.162 0.21
N 0.039 -7.622 -1.130 0.00
N -2.729 -0.546 -0.198 0.05
N -0.548 -2.641 -0.226 0.07
C -2.112 3.081 2.026 0.00
C 2.953 -2.096 2.019 0.00
C 1.965 -1.181 1.686 0.01
C -1.276 2.056 1.627 0.00
C 3.437 -2.352 -0.307 0.00
C 0.202 -6.860 -0.023 0.00
C -5.273 -0.050 0.104 0.00
C 1.164 -0.461 2.736 0.02
C 3.695 -2.690 1.016 0.00
C -1.675 2.494 -0.601 0.01
C -2.532 3.531 -0.287 0.00
C -0.315 -3.323 -1.347 0.01
C -0.091 -5.380 -0.160 0.00
C 2.427 -1.453 -0.563 0.01
C -2.760 3.823 1.053 0.00
C -0.569 -3.318 0.934 0.00
C -0.090 -4.688 -1.361 0.00
C -0.462 1.261 2.619 0.01
C -0.337 -4.676 1.009 0.00
C -3.845 -0.329 -0.068 0.01
H -0.770 -2.736 1.824 0.00
H -1.458 2.239 -1.630 0.00
H -5.455 0.325 1.109 0.00
H -0.330 -5.200 1.956 0.00
H 0.235 -8.606 -1.054 0.00
H 3.131 -2.332 3.061 0.00
H 0.989 -1.113 3.595 0.00
H 4.000 -2.784 -1.123 0.00
H -5.848 -0.961 -0.047 0.00
H -0.302 -2.752 -2.267 0.00
H 4.466 -3.410 1.259 0.00
H 2.179 -1.167 -1.578 0.00
H -2.217 3.285 3.083 0.00
H -0.348 -7.273 -1.986 0.00
H 0.115 -5.172 -2.308 0.00
H -3.426 4.630 1.331 0.00
H 1.771 0.370 3.108 0.00
H -5.590 0.698 -0.620 0.00
H -2.998 4.105 -1.077 0.00
```

As for the spin multiplicity: 3. For the energy above the lowest of the compared OMol25 structures with the same formula, charge and spin, the calculation gives 0.0 kJ/mol. The value obtained for the HOMO-LUMO gap (spin up / spin down) is 8.43 / 7.40 eV. Its total charge is +1. As for the HOMO energy (spin up / spin down): -11.30 / -11.27 eV.

=====

[2]
# C31H29AsNO2PSTi

C31H29AsNO2PSTi as an isolated structure (wB97M-V/def2-TZVPD, the OMol25 dataset).

XYZ file:
```
67
Properties=species:S:1:pos:R:3:lowdin_charge:R:1
As 0.386 -2.410 -2.675 1.07
Ti 0.307 -0.091 -1.422 0.87
S -3.815 1.419 -1.752 1.12
P 0.274 0.092 1.051 1.10
O 4.108 0.638 -1.177 0.17
O 2.081 -0.264 -1.122 -0.27
N 0.131 1.894 -1.909 -0.02
C -2.124 1.188 -1.675 -0.55
C -0.565 -3.973 -2.060 -0.25
C -1.486 3.636 -1.951 0.02
C -0.507 3.867 2.338 -0.05
C 2.201 -3.014 -2.923 -0.26
C -1.562 -3.757 2.692 -0.04
C 3.136 0.232 0.983 -0.13
C -1.889 3.939 2.259 -0.04
C -0.468 4.558 -2.118 0.01
C -1.976 1.669 1.473 -0.11
C -1.164 2.288 -1.858 -0.27
C 1.120 2.789 -2.073 -0.06
C -0.580 -3.792 1.709 -0.06
C -0.489 -1.385 1.728 -0.35
C -2.623 2.839 1.829 -0.05
C 2.034 0.137 3.119 -0.06
C -0.584 1.586 1.570 -0.34
C -4.093 -0.210 -1.319 -0.35
C 0.149 2.692 2.004 -0.07
C -1.763 -0.124 -1.355 -0.33
C 1.953 0.149 1.730 -0.28
C -1.468 -1.352 2.718 -0.06
C -0.038 -2.610 1.236 -0.10
C 3.211 0.235 -0.504 -0.48
C -2.929 -0.906 -1.136 -0.19
C 4.362 0.315 1.635 0.02
C 0.856 4.137 -2.180 0.00
C 4.428 0.299 3.020 -0.02
C -0.301 -2.123 -4.462 -0.26
C 3.261 0.210 3.763 -0.02
C -1.998 -2.541 3.198 -0.04
H -2.745 -2.518 3.980 0.12
H -1.809 -0.412 3.134 0.11
H -0.226 -4.740 1.330 0.11
H 5.263 0.378 1.042 0.13
H -2.559 0.821 1.132 0.10
H 0.062 4.718 2.682 0.12
H 2.190 -3.910 -3.549 0.05
H -2.916 -1.945 -0.839 0.10
H -5.104 -0.569 -1.232 0.08
H -3.700 2.890 1.778 0.12
H -1.972 -4.678 3.080 0.12
H 2.127 2.384 -2.120 0.13
H 1.134 0.067 3.718 0.12
H 2.649 -3.248 -1.956 0.04
H 1.227 2.640 2.097 0.11
H 1.666 4.837 -2.312 0.13
H -2.517 3.957 -1.899 0.12
H 2.785 -2.229 -3.406 0.05
H -0.016 -4.430 -1.236 0.03
H -0.708 5.610 -2.200 0.13
H 0.144 -1.234 -4.914 0.04
H 5.385 0.346 3.517 0.12
H -2.399 4.848 2.542 0.12
H -0.055 -2.993 -5.076 0.05
H 3.302 0.196 4.843 0.12
H -1.384 -1.999 -4.409 0.04
H -1.571 -3.718 -1.731 0.03
H -0.616 -4.675 -2.895 0.05
H 0.781 -2.653 0.514 0.10
```

For the energy above the lowest of the compared OMol25 structures with the same formula, charge and spin, the calculation gives 0.0 kJ/mol. The value obtained for the HOMO-LUMO gap is 7.04 eV. Its total charge is +2. As for the HOMO energy: -14.28 eV.

=====

[3]
# C19H22BrN7O3

A 2-piece molecular cluster, C19H22BrN7O3 overall (wB97M-V/def2-TZVPD, the OMol25 dataset).

XYZ file:
```
52
Properties=species:S:1:pos:R:3:lowdin_charge:R:1
Br -3.941 2.314 1.520 0.75
O 5.267 1.517 -2.770 0.05
O 4.261 0.124 1.430 0.03
O 3.651 3.745 0.754 -0.05
N -2.557 0.100 -1.959 0.20
N 2.937 1.159 -0.067 0.12
N -1.524 1.241 -0.219 0.17
N -1.848 0.480 -4.031 0.16
N -0.801 1.564 -2.410 0.20
N 5.536 0.066 -1.081 0.03
N 0.192 2.568 -0.709 0.16
C 3.926 1.941 -0.842 -0.17
C -4.379 -2.370 1.036 -0.18
C 4.612 2.999 0.031 -0.20
C -3.358 -0.273 0.277 -0.17
C 3.154 0.334 0.955 -0.55
C -5.054 -1.678 2.060 -0.18
C -0.754 1.739 -1.132 -0.53
C -5.888 -2.382 2.943 -0.02
C -3.552 -1.663 0.153 0.05
C -4.883 -0.293 2.176 -0.07
C -5.370 -4.455 1.801 -0.07
C 6.544 -0.770 -1.728 -0.05
C -2.457 0.411 -0.672 -0.30
C -4.046 0.412 1.302 -0.57
C 1.933 -0.331 1.544 0.01
C -6.045 -3.767 2.814 -0.07
C -4.542 -3.758 0.914 -0.02
C -1.757 0.758 -2.739 -0.52
C 4.979 1.148 -1.635 -0.47
H 0.468 3.183 -1.464 0.12
H -2.300 -0.408 -4.188 0.11
H 5.184 3.673 -0.608 0.13
H -5.490 -5.530 1.700 0.10
H 3.355 3.199 1.488 0.08
H 6.095 -1.307 -2.565 0.08
H -0.981 0.680 -4.508 0.11
H -4.027 -4.300 0.126 0.11
H 1.479 -0.977 0.795 0.09
H 1.970 1.287 -0.341 0.10
H 5.262 -0.157 -0.129 0.09
H -3.041 -2.199 -0.642 0.12
H 7.353 -0.143 -2.107 0.09
H 6.950 -1.486 -1.012 0.08
H -5.409 0.255 2.951 0.11
H -6.690 -4.308 3.501 0.10
H 3.361 2.494 -1.592 0.15
H 2.229 -0.923 2.408 0.09
H 1.215 0.429 1.849 0.08
H -0.094 3.000 0.159 0.12
H 5.296 2.516 0.731 0.12
H -6.417 -1.857 3.733 0.11
```

The value obtained for the HOMO-LUMO gap is 8.22 eV. Its total charge is 0. As for the HOMO energy: -8.46 eV. The structure (SMILES) is Nc1nc(N)nc(-c2cc3ccccc3cc2Br)n1.CNC(=O)[C@H](CO)NC(C)=O.

=====

[4]
# C4H12N3

An isolated ion of composition C4H12N3 and charge +1 (wB97M-V/def2-TZVPD, the OMol25 dataset).

XYZ file:
```
19
Properties=species:S:1:pos:R:3:lowdin_charge:R:1
N 1.858 -0.576 -0.282 0.28
N 1.137 1.453 -1.301 0.10
N -0.636 -0.735 0.973 -0.05
C -0.347 -0.543 -1.376 -0.08
C -0.717 -0.135 2.309 -0.05
C -1.183 -0.183 -0.143 -0.27
C 1.104 0.086 -1.234 -0.55
H 1.827 -0.416 -2.069 0.24
H -0.208 -0.851 2.960 0.10
H 1.912 1.952 -0.847 0.12
H -0.233 0.880 2.510 0.12
H -1.201 0.907 -0.102 0.12
H -0.357 -1.689 -1.599 0.16
H 0.287 2.002 -1.318 0.10
H 2.326 -0.063 0.394 0.05
H -0.778 0.044 -2.297 0.15
H -0.779 -1.798 1.101 0.20
H -1.733 0.083 2.498 0.08
H -2.277 -0.418 -0.179 0.17
```

For the energy above the lowest of the compared OMol25 structures with the same formula, charge and spin, the calculation gives 581.3 kJ/mol. The value obtained for the HOMO-LUMO gap (spin up / spin down) is 5.90 / 8.32 eV. Its total charge is +1. As for the HOMO energy (spin up / spin down): -13.07 / -14.16 eV.

=====

[5]
# C15H22Cl5MnN4S2

C15H22Cl5MnN4S2 as an isolated structure (wB97M-V/def2-TZVPD, the OMol25 dataset).

XYZ file:
```
49
Properties=species:S:1:pos:R:3:lowdin_spin:R:1
Mn 0.252 0.232 -0.375 4.06
Cl -2.537 -3.010 -5.059 0.01
Cl 1.344 -3.274 -1.308 0.00
Cl -2.898 0.051 -4.461 0.00
Cl -1.056 1.383 -2.326 0.05
Cl -0.397 -4.647 -3.510 -0.01
S 2.255 1.343 -1.151 -0.05
S -1.357 -1.210 0.876 -0.02
N 3.485 1.565 -3.436 -0.01
N 1.581 -0.452 1.375 0.06
N 3.055 -0.630 -2.777 0.00
N -0.340 1.623 1.131 0.01
C 2.975 0.677 -2.598 0.00
C 0.343 1.426 2.439 0.00
C -1.821 1.532 1.208 0.00
C 1.171 -1.717 2.000 0.00
C -0.325 -1.799 2.274 0.00
C 3.261 -1.351 -4.036 0.00
C -1.723 -0.875 -3.646 -0.01
C -0.596 -2.981 -3.186 -0.01
C -1.558 -2.241 -3.895 0.02
C -0.865 -0.314 -2.709 0.01
C 1.683 0.724 2.261 0.00
C 0.066 -1.004 -1.957 -0.15
C -2.304 0.153 1.640 0.00
C 4.540 1.356 -4.433 0.00
C 0.184 -2.359 -2.209 0.00
H 4.305 -1.611 -4.194 0.00
H -2.259 0.002 2.717 0.00
H 2.491 -0.588 0.948 0.00
H 2.763 -1.194 -1.994 0.00
H -0.618 -1.227 3.152 0.00
H 2.681 -2.270 -3.985 0.00
H -0.313 0.853 3.089 0.00
H 5.140 2.261 -4.478 0.00
H 1.450 -2.515 1.315 0.00
H 0.503 2.384 2.935 0.00
H 1.699 -1.892 2.943 0.00
H -2.225 2.280 1.896 0.00
H 2.079 0.455 3.244 0.00
H 5.186 0.539 -4.129 0.00
H 2.893 -0.762 -4.871 0.00
H -2.208 1.757 0.214 0.00
H -0.123 2.565 0.808 0.00
H -3.345 0.024 1.349 0.00
H 4.131 1.162 -5.422 0.00
H 3.229 2.522 -3.249 0.00
H 2.396 1.412 1.804 0.00
H -0.609 -2.835 2.454 0.00
```

As for the spin multiplicity: 5. The value obtained for the HOMO-LUMO gap (spin up / spin down) is 6.57 / 8.13 eV. Its total charge is +2. As for the HOMO energy (spin up / spin down): -14.54 / -14.68 eV.

=====

[6]
# C2H3NS

A 2-piece molecular cluster, C2H3NS overall (wB97M-V/def2-TZVPD, the OMol25 dataset).

XYZ file:
```
7
Properties=species:S:1:pos:R:3:lowdin_charge:R:1
S -0.118 -1.574 -2.609 0.60
N -0.336 0.235 0.195 -0.03
C -0.190 -0.075 -2.330 -0.62
C 0.405 0.266 1.185 -0.15
H -0.895 1.108 0.062 0.07
H 1.082 -0.596 1.322 0.06
H 0.053 0.636 2.176 0.08
```

For the energy above the lowest of the compared OMol25 structures with the same formula, charge and spin, the calculation gives 330.2 kJ/mol. The value obtained for the HOMO-LUMO gap is 9.77 eV. Its total charge is 0. As for the HOMO energy: -9.33 eV.

=====

[7]
# C3H5IO2

C3H5IO2 as an isolated structure (wB97M-V/def2-TZVPD, the OMol25 dataset).

XYZ file:
```
11
Properties=species:S:1:pos:R:3:lowdin_charge:R:1
I -2.157 0.002 2.730 0.97
O -0.707 -0.554 1.429 -0.56
O -1.861 0.198 -0.384 0.06
C 1.024 0.666 -0.385 -0.07
C -0.930 -0.326 0.144 -0.76
C 0.312 -0.728 -0.595 -0.10
H 0.921 -1.504 -0.393 0.08
H -0.032 -0.761 -1.620 0.12
H 0.258 1.452 -0.496 0.08
H 1.798 0.741 -1.140 0.07
H 1.374 0.815 0.711 0.11
```

For the energy above the lowest of the compared OMol25 structures with the same formula, charge and spin, the calculation gives 78.7 kJ/mol. The value obtained for the HOMO-LUMO gap is 8.92 eV. Its total charge is 0. As for the HOMO energy: -10.04 eV.

=====

[8]
# C9H15INO

An isolated ion of composition C9H15INO and charge +1 (wB97M-V/def2-TZVPD, the OMol25 dataset).

XYZ file:
```
27
Properties=species:S:1:pos:R:3:lowdin_charge:R:1
I -3.517 0.489 0.237 1.02
O -0.730 0.397 -0.832 -0.02
N -1.023 -1.647 0.760 -0.13
C 2.067 0.655 0.682 -0.03
C -1.786 -0.235 -0.797 -0.67
C 0.721 0.206 1.201 -0.19
C 0.001 1.111 0.216 -0.19
C 0.427 -1.278 0.875 -0.11
C -1.689 -1.591 -1.524 -0.08
C -1.629 -2.487 -0.171 -0.23
C 1.304 1.475 -0.451 -0.21
C 1.518 3.061 -0.474 -0.01
H -1.167 -3.445 -0.481 0.13
H 2.531 3.317 -0.108 0.09
H 0.821 3.471 0.211 0.06
H 0.930 -1.640 -0.026 0.13
H -1.287 -1.971 1.769 0.19
H -2.647 -2.645 0.229 0.12
H -0.777 -1.626 -2.117 0.12
H 2.597 1.330 1.345 0.12
H -0.527 1.922 0.493 0.11
H 2.682 -0.124 0.347 0.10
H 1.416 1.230 -1.504 0.15
H -2.626 -1.932 -2.148 0.16
H 0.869 -1.995 1.589 0.14
H 0.232 0.473 2.107 0.15
H 1.290 3.478 -1.427 0.07
```

For the energy above the lowest of the compared OMol25 structures with the same formula, charge and spin, the calculation gives 262.5 kJ/mol. The value obtained for the HOMO-LUMO gap is 8.90 eV. Its total charge is +1. As for the HOMO energy: -13.17 eV.

=====

Number 1: total energy -37558.4069 eV. Number 2: total energy -142268.3753 eV. Number 3: total energy -106678.1801 eV. Number 4: total energy -8801.7096 eV. Number 5: total energy -137462.3740 eV. Number 6: total energy -14444.0470 eV. Number 7: total energy -15386.4393 eV. Number 8: total energy -21204.2061 eV.